Version one
Molecular formula: C3H10N3
Method: DFT, ωB97M-V/def2-TZVPD

**Lowest unoccupied orbital energy**: -3.52 eV
**E_HOMO**: -0.52093 Eh
**Total charge**: +1

Geometry as XYZ:
```
16
Properties=species:S:1:pos:R:3:mulliken_charge:R:1
C -0.36978 0.56001 -0.38021 0.269
C -1.40806 0.53078 -2.24365 -0.800
C 1.45128 -1.26095 1.29183 -0.717
N -0.56165 -0.45807 0.43583 -0.035
N 0.45169 1.60971 -0.15706 -0.275
N 0.21365 -0.49060 1.61280 -0.422
H -0.54997 0.01593 -2.67093 0.380
H -1.52374 1.54421 -2.38991 0.373
H -2.25098 -0.03022 -1.99977 0.339
H 1.33980 -1.70693 0.32931 0.309
H 2.30788 -0.44317 1.19164 0.219
H 1.65066 -1.89958 2.18623 0.359
H -1.36440 -1.15196 0.34803 0.236
H 0.36542 2.36936 -0.69324 0.230
H 0.64330 1.58063 0.79423 0.270
H -0.39508 -0.76915 2.34486 0.267
```

---

Version two
Molecular formula: C3H10N3
Method: DFT, ωB97M-V/def2-TZVPD

**Lowest unoccupied orbital energy (alpha / beta)**: -6.39 / -7.18 eV
**E_HOMO (alpha / beta)**: -0.50330 / -0.49658 Eh
**Total charge**: +1

Geometry as XYZ:
```
16
Properties=species:S:1:pos:R:3:mulliken_charge:R:1
C -2.35709 -0.03791 -0.24214 0.058
C 1.89350 0.71858 -0.86393 -0.731
C 1.38719 -0.94169 0.88967 -0.772
N -2.05779 0.48571 0.92883 -0.315
N -1.33975 -0.30196 -0.96214 -0.385
N 0.99924 0.18515 0.06951 0.018
H -3.37374 -0.04483 -0.54703 0.364
H 1.25307 0.70612 -1.75308 0.359
H 1.71565 1.80721 -0.85068 0.377
H 3.00038 0.31099 -1.02913 0.346
H 1.91392 -0.70468 1.83882 0.340
H 0.43343 -1.37628 1.15946 0.284
H 2.07706 -1.52390 0.29670 0.423
H -2.88725 0.77225 1.42584 0.218
H -1.45174 -0.60245 -1.91254 0.197
H -1.20608 0.54768 1.55185 0.219
```

---

Version three
Molecular formula: C3H10N3
Method: DFT, ωB97M-V/def2-TZVPD

**Lowest unoccupied orbital energy**: -3.14 eV
**E_HOMO**: -0.51971 Eh
**Total charge**: +1
**Structure (SMILES)**: CN(C)C(N)=[NH2+]

Geometry as XYZ:
```
16
Properties=species:S:1:pos:R:3:mulliken_charge:R:1
C -0.07480 -0.64668 0.73010 0.674
C -1.14597 0.80822 -0.97014 -1.131
C 1.39504 0.61127 -0.90257 -1.041
N -1.31732 -0.74245 1.20426 -0.376
N 0.06284 0.19963 -0.40972 0.089
N 0.98966 -1.29796 1.22854 -0.352
H -1.62196 1.68269 -0.28604 0.380
H -0.91327 1.23651 -1.93147 0.309
H -1.93479 0.10717 -1.34701 0.410
H 2.18807 0.06846 -0.56638 0.373
H 1.54696 0.74717 -2.02247 0.292
H 1.58373 1.62597 -0.56234 0.422
H -1.92352 0.13820 1.01011 0.265
H -1.45653 -1.49860 1.92992 0.248
H 0.70501 -2.11505 1.74437 0.211
H 1.91686 -0.92455 1.15086 0.226
```

---

Version four
Molecular formula: C3H10N3
Method: DFT, ωB97M-V/def2-TZVPD

**Lowest unoccupied orbital energy**: -3.28 eV
**E_HOMO**: -0.52172 Eh
**Total charge**: +1

Geometry as XYZ:
```
16
Properties=species:S:1:pos:R:3:mulliken_charge:R:1
C 0.25285 -3.33110 0.52881 -0.204
N 0.21698 -2.22241 -0.11107 -0.412
H 0.51831 -3.32060 1.58253 0.224
H 0.19310 -4.28513 0.01871 0.259
H -0.22545 -2.44154 -1.00554 0.215
H 0.49600 -1.01713 0.58615 0.423
C -0.74170 2.60395 -1.09480 -0.795
N -0.14522 1.33760 -0.64804 -0.197
C 0.22412 1.16481 0.60037 0.076
N 0.50964 0.03090 1.16295 -0.348
H -1.36046 2.45229 -1.97230 0.298
H -1.33584 3.00992 -0.28360 0.317
H 0.06547 3.30230 -1.35097 0.325
H 0.24542 0.72987 -1.35354 0.270
H 0.11449 2.01875 1.28481 0.324
H 0.97229 -0.03249 2.05553 0.225
```

---

Sorted by energy, starting with the most stable: version three, version four, version one, version two.

---

Version one
Molecular formula: C3H10N3
Method: DFT, ωB97M-V/def2-TZVPD

**Lowest unoccupied orbital energy**: -4.44 eV
**E_HOMO**: -0.56931 Eh
**Total charge**: +1

Geometry as XYZ:
```
16
Properties=species:S:1:pos:R:3:mulliken_charge:R:1
C 0.82299 0.71929 0.71559 0.319
C 0.77695 -1.92224 -0.71486 -0.944
C -1.58736 0.67490 1.37287 -0.799
N 1.96300 0.77893 1.09130 -0.208
N -0.39817 1.11689 0.52666 0.284
N -0.83607 1.91853 -0.51842 -0.629
H 0.96518 -0.98236 -1.31849 0.178
H 1.08949 -1.87893 0.30425 0.201
H 1.22521 -2.79960 -1.21599 0.296
H -2.34287 0.24577 0.72441 0.281
H -1.16745 0.05555 2.05486 0.410
H -1.90602 1.61365 1.81621 0.347
H 2.88796 0.28191 1.04649 0.366
H -0.27081 -2.04554 -0.79063 0.299
H -0.83594 1.29058 -1.33314 0.315
H -0.13063 2.63218 -0.66165 0.285
```

---

Version two
Molecular formula: C3H10N3
Method: DFT, ωB97M-V/def2-TZVPD

**Lowest unoccupied orbital energy**: -4.30 eV
**E_HOMO**: -0.49648 Eh
**Total charge**: +1

Geometry as XYZ:
```
16
Properties=species:S:1:pos:R:3:mulliken_charge:R:1
C -3.54553 1.03754 0.51681 0.145
C 2.49494 -0.29526 0.40366 -0.875
C 0.16382 0.04506 0.36472 -0.001
N -2.57544 0.45714 0.48144 -0.330
N -4.74126 1.42192 0.50209 -0.427
N 1.15349 -0.72596 0.58031 0.008
H 4.34032 -1.68545 -3.05871 -0.124
H 2.54095 0.77224 0.47878 0.337
H 3.17284 -0.59972 1.16606 0.343
H 2.85346 -0.73692 -0.59418 0.320
H 4.15070 -2.22701 -3.72383 0.127
H -0.93668 -0.27566 0.65056 0.360
H 0.41005 1.03354 -0.17471 0.278
H -5.02955 1.68021 1.49797 0.271
H -5.48084 1.69030 -0.17597 0.265
H 1.02872 -1.59196 1.08500 0.303
```

---

Sorted by energy, starting with the most stable: version one, version two.

---

Version one
Molecular formula: C7H17N4
Method: DFT, ωB97M-V/def2-TZVPD

**Lowest unoccupied orbital energy**: -2.83 eV
**E_HOMO**: -0.44589 Eh
**Total charge**: +1
**Structure (SMILES)**: CN1CC[C@H](NCNC=[NH2+])C1

Geometry as XYZ:
```
28
Properties=species:S:1:pos:R:3:mulliken_charge:R:1
C -1.34829 0.98064 -1.52342 -1.065
C -0.48710 -0.28069 -1.70878 -0.632
C 0.64417 1.96037 0.51353 -0.803
C -1.54719 -0.44600 0.35755 -0.969
C -1.64575 1.03767 -0.01894 0.036
C 2.11680 -0.05050 0.70856 0.141
C -0.16534 -2.31219 -0.38920 -1.234
N 1.38284 0.87783 1.24471 -0.079
N -0.35493 -0.87651 -0.37342 0.302
N 2.61509 -1.07357 1.36488 -0.302
N -0.74614 1.93821 0.68681 -0.202
H -0.86476 1.88980 -1.87047 0.361
H -2.28709 0.87943 -2.06434 0.342
H -0.96957 -0.97439 -2.40806 0.396
H 0.50740 -0.05342 -2.10569 0.231
H 1.03956 2.90337 0.90801 0.380
H 0.90950 1.86465 -0.53801 0.325
H -2.44997 -0.97354 0.01645 0.461
H -2.64900 1.42308 0.17476 0.482
H -1.41693 -0.62346 1.42645 0.387
H -1.03262 -2.85488 -0.78734 0.427
H 0.70127 -2.55709 -1.00307 0.363
H 0.01646 -2.65857 0.62909 0.321
H 1.14567 0.80331 2.22944 0.262
H 3.18414 -1.76685 0.90462 0.260
H 2.41369 -1.21711 2.34460 0.214
H -1.05079 2.12710 1.63048 0.276
H 2.33887 0.03333 -0.34923 0.319
```

---

Version two
Molecular formula: C7H17N4
Method: DFT, ωB97M-V/def2-TZVPD

**Lowest unoccupied orbital energy**: -4.01 eV
**E_HOMO**: -0.39173 Eh
**Total charge**: +1

Geometry as XYZ:
```
28
Properties=species:S:1:pos:R:3:mulliken_charge:R:1
C 0.69912 0.19957 -1.49641 0.857
C 0.49960 -0.34227 -0.29254 -0.141
C -0.79169 2.33570 -1.75520 -0.502
C 1.80056 -0.30510 -2.36561 -1.566
C -2.28697 -2.43993 1.37338 -0.875
C 1.62533 0.52073 1.64110 -0.971
C -1.67448 -2.40885 2.74238 0.217
N -0.16812 1.04270 -2.22555 -0.262
N 0.18069 3.30285 -1.95425 -0.429
N -0.54101 -1.80211 3.04246 -0.192
N 0.63706 -0.36864 0.96073 -0.473
H -1.73081 2.39831 -2.25811 0.263
H -0.82092 2.11284 -0.67779 0.388
H 1.49200 -0.33287 -3.35650 0.505
H 2.18201 -1.29961 -1.95682 0.343
H 2.67608 0.39498 -2.33351 0.283
H -2.62947 -3.44991 1.16855 0.352
H -1.58879 -2.34452 0.53217 0.217
H -3.10415 -1.67600 1.42374 0.293
H 0.95237 1.28355 1.93495 0.365
H 1.95612 -0.14315 2.42877 0.311
H 2.49904 0.78532 1.01426 0.329
H 0.37838 3.99833 -1.22856 0.210
H 0.26214 1.16871 -3.14899 0.219
H 0.09047 3.70658 -2.87661 0.189
H 0.05406 -1.47362 2.17429 0.480
H -0.12829 -1.95430 3.99663 0.273
H -2.52031 -2.90929 3.49306 0.318
```

---

Version three
Molecular formula: C7H17N4
Method: DFT, ωB97M-V/def2-TZVPD

**Lowest unoccupied orbital energy**: -2.52 eV
**E_HOMO**: -0.49852 Eh
**Total charge**: +1
**Structure (SMILES)**: [H]/N=C1/C[N@@H+](C(C)C)N[C@]1(C)N

Geometry as XYZ:
```
28
Properties=species:S:1:pos:R:3:mulliken_charge:R:1
C -1.88557 0.57161 -0.15394 0.119
C -0.65596 1.22904 -0.71120 -0.500
C -1.43419 -0.76126 0.49852 1.011
C -2.23577 -1.14940 1.73345 -1.655
C 2.29865 1.42111 -1.38827 -1.409
C 2.80630 -0.43857 0.22581 -1.351
C 1.86005 0.70506 -0.11943 0.298
N -3.01071 1.09394 -0.24587 -0.668
N -0.02541 -0.51970 0.83361 -0.573
N -1.38334 -1.74072 -0.57581 -0.602
N 0.49205 0.15466 -0.29228 0.119
H -0.68335 1.34392 -1.78902 0.361
H -0.42691 2.17032 -0.21824 0.348
H -1.81191 -2.04198 2.18761 0.425
H -3.26690 -1.36311 1.45954 0.384
H -2.23248 -0.34621 2.46621 0.383
H 2.29284 0.74400 -2.23936 0.375
H 1.67771 2.28264 -1.61557 0.417
H 3.31600 1.77761 -1.25275 0.429
H 2.99009 -1.06323 -0.64433 0.337
H 2.40612 -1.05792 1.02344 0.398
H 3.75751 -0.03210 0.55458 0.420
H 1.80705 1.41324 0.71566 0.270
H -3.79673 0.59937 0.16354 0.257
H 0.06551 0.05245 1.67213 0.316
H -1.10816 -2.64739 -0.21278 0.245
H -2.28327 -1.84539 -1.03002 0.271
H 0.47077 -0.55196 -1.04523 0.577
```

---

Sorted by energy, starting with the most stable: version one, version three, version two.

---

Version one
Molecular formula: C21H20ClN5O
Method: DFT, ωB97M-V/def2-TZVPD

**Lowest unoccupied orbital energy**: -0.72 eV
**E_HOMO**: -0.31103 Eh
**Total charge**: 0
**Structure (SMILES)**: CN(C)c1nc(/C=C/c2cccc(N3CCCC3=O)n2)nc2ccc(Cl)cc12

Geometry as XYZ:
```
48
Properties=species:S:1:pos:R:3:mulliken_charge:R:1
O 1.19760 -6.71462 -0.92152 -0.667
Cl -0.56760 8.16167 -0.86295 -0.199
N 1.58938 -2.69741 -0.01822 -0.438
N -2.17327 2.09952 0.68369 -0.541
N 0.08179 2.49299 0.64580 -0.561
C 2.22339 -6.03167 -1.04788 0.494
C -0.70675 0.20456 0.92615 -0.479
C 0.49930 -0.40701 0.56008 -0.510
C -0.95032 1.66575 0.88899 0.058
C 0.73065 -1.91711 0.75106 0.503
C 1.70324 -4.00068 0.20120 0.115
C 0.06733 -2.56796 1.77611 -0.273
C 1.14834 -4.56248 1.24353 0.140
C 0.31958 -3.82089 2.12135 -0.955
C 0.92286 6.03191 0.07623 -0.566
C -0.34371 6.59561 -0.27992 0.198
C 1.00455 4.66097 0.34457 -0.371
C -2.27404 3.29855 0.21736 0.486
C -1.45344 5.70375 -0.42738 -0.661
C -0.08420 3.77530 0.30006 -0.041
C -1.30656 4.23482 -0.00127 0.581
N -3.59220 3.75559 0.26940 0.301
N 2.47227 -4.77772 -0.65941 0.289
C -4.17185 3.94223 1.61073 -1.110
C -4.47474 3.33625 -0.86143 -1.053
C 3.22785 -6.60441 -1.92378 -0.583
C 3.70862 -4.36914 -1.29290 -0.713
C 3.70605 -5.30871 -2.58600 -0.667
H -1.61394 -0.24152 1.25635 0.460
H 1.37770 0.21405 0.20996 0.344
H -0.63051 -1.89545 2.24170 0.313
H 1.33992 -5.60083 1.56136 0.304
H -0.02002 -4.45195 2.94436 0.376
H 1.84770 6.57817 0.12128 0.417
H 1.87445 4.12771 0.61031 0.485
H -2.39637 6.07538 -0.82895 0.422
H -4.57985 3.07083 2.06902 0.409
H -4.87579 4.81255 1.63074 0.309
H -3.41390 4.08218 2.36069 0.381
H -4.67726 4.15645 -1.46821 0.321
H -4.05851 2.54638 -1.40760 0.402
H -5.45130 2.98708 -0.56876 0.352
H 4.11187 -7.07144 -1.39032 0.219
H 2.75886 -7.29825 -2.53391 0.325
H 4.59433 -4.58514 -0.69043 0.294
H 3.63162 -3.36877 -1.53926 0.394
H 4.64126 -5.55329 -3.02906 0.380
H 3.03564 -4.76378 -3.28294 0.311
```

---

Version two
Molecular formula: C21H20ClN5O
Method: DFT, ωB97M-V/def2-TZVPD

**Lowest unoccupied orbital energy**: 0.53 eV
**E_HOMO**: -0.30572 Eh
**Total charge**: 0
**Structure (SMILES)**: C=CCn1cc(-c2n[nH]c3c2CN(C(=O)C2(c4ccccc4Cl)CC2)C3)cn1

Geometry as XYZ:
```
48
Properties=species:S:1:pos:R:3:mulliken_charge:R:1
C -6.69377 0.43476 1.41881 -0.750
C -6.50510 0.92718 0.20518 0.034
C -5.92981 2.28690 -0.05725 -0.719
N -4.76402 2.22273 -0.92127 0.818
C -3.58726 1.61666 -0.66371 -0.455
C -2.79788 1.78083 -1.78091 0.238
C -1.43728 1.30397 -1.97821 -0.178
N -0.79611 1.50242 -3.12527 -1.029
N 0.42350 0.94225 -2.96583 0.193
C 0.55316 0.39479 -1.74578 -0.919
C -0.60801 0.60125 -1.07458 1.232
C -0.53645 0.01911 0.29600 -0.249
N 0.83497 -0.54250 0.29914 0.173
C 1.16041 -1.39286 1.30484 0.050
O 0.34873 -1.63583 2.18653 -0.727
C 2.52502 -2.05895 1.30442 0.680
C 3.71364 -1.24457 0.88992 -0.663
C 4.03277 -0.15817 1.71027 -0.085
C 5.10059 0.67763 1.44487 -0.854
C 5.90494 0.43319 0.33959 -0.371
C 5.61823 -0.63399 -0.49070 -0.793
C 4.52783 -1.45279 -0.22038 1.222
Cl 4.20105 -2.70877 -1.38709 -0.199
C 2.73422 -2.94619 2.51485 -0.681
C 2.47363 -3.56925 1.18942 -0.806
C 1.59135 -0.31418 -0.94812 0.074
C -3.61248 2.51072 -2.67219 -0.688
N -4.79706 2.76966 -2.14585 -1.070
H -7.12377 -0.54570 1.57286 0.270
H -6.42771 1.00284 2.30331 0.241
H -6.76664 0.34690 -0.67419 0.309
H -6.64203 2.92068 -0.58386 0.270
H -5.66459 2.77522 0.88250 0.360
H -3.40695 1.11586 0.27383 0.548
H 1.07592 0.97521 -3.72713 0.143
H -0.64638 0.75150 1.09997 0.275
H -1.25837 -0.77852 0.48178 0.331
H 3.41120 0.01641 2.58104 0.462
H 5.31135 1.51109 2.10159 0.404
H 6.75118 1.07104 0.12204 0.402
H 6.22438 -0.83935 -1.36217 0.435
H 3.74630 -2.98753 2.89297 0.289
H 1.93955 -2.94053 3.24507 0.271
H 1.49434 -3.99546 1.01913 0.306
H 3.28787 -4.06411 0.68448 0.307
H 1.91209 -1.25691 -1.39524 0.235
H 2.47389 0.30715 -0.77852 0.139
H -3.37043 2.84823 -3.66614 0.521
```

---

Version three
Molecular formula: C21H20ClN5O
Method: DFT, ωB97M-V/def2-TZVPD

**Lowest unoccupied orbital energy**: 0.47 eV
**E_HOMO**: -0.30792 Eh
**Total charge**: 0
**Structure (SMILES)**: C=CCn1cc(-c2n[nH]c3c2CN(C(=O)C2(c4ccccc4Cl)CC2)C3)cn1

Geometry as XYZ:
```
48
Properties=species:S:1:pos:R:3:mulliken_charge:R:1
C -5.87465 2.06242 1.32959 -0.740
C -5.73250 2.16586 0.01860 -0.003
C -5.22983 3.40062 -0.66551 -0.651
N -4.06322 3.12135 -1.48533 0.840
C -2.90293 2.55807 -1.09154 -0.476
C -2.09293 2.49108 -2.20454 0.224
C -0.74853 1.93941 -2.28268 -0.188
N -0.07374 1.92757 -3.42612 -0.984
N 1.11435 1.34807 -3.14632 0.189
C 1.18961 0.99729 -1.85030 -0.921
C 0.02736 1.35470 -1.25480 1.321
C 0.04092 0.99435 0.19177 -0.329
N 1.34768 0.30195 0.30266 0.207
C 1.55430 -0.47614 1.39869 -0.473
O 0.71847 -0.52705 2.28499 -0.688
C 2.83392 -1.28225 1.51115 1.576
C 2.58229 -2.75542 1.36933 -0.449
C 2.75220 -3.34394 0.11617 -0.073
C 2.50814 -4.68727 -0.10638 -0.911
C 2.08639 -5.48448 0.94743 -0.343
C 1.91684 -4.93049 2.20357 -0.670
C 2.15815 -3.57869 2.41074 0.648
Cl 1.93390 -2.97219 4.02057 -0.174
C 4.18199 -0.74339 1.10718 -0.650
C 3.82066 -0.83604 2.55520 -0.719
C 2.17749 0.39290 -0.91622 0.113
C -2.86784 3.07426 -3.22944 -0.685
N -4.05581 3.44514 -2.78687 -1.087
H -6.25324 1.15832 1.78716 0.269
H -5.62158 2.88397 1.99038 0.244
H -5.98054 1.33187 -0.63070 0.308
H -5.97241 3.80277 -1.35332 0.291
H -4.99056 4.17178 0.06995 0.327
H -2.75722 2.23326 -0.07409 0.528
H 1.78884 1.23583 -3.88001 0.152
H 0.00844 1.85342 0.86814 0.261
H -0.75461 0.31406 0.49754 0.389
H 3.09578 -2.71949 -0.70020 0.251
H 2.64928 -5.10922 -1.09250 0.385
H 1.89354 -6.53842 0.79683 0.379
H 1.59556 -5.53806 3.03816 0.432
H 4.89371 -1.45012 0.70127 0.291
H 4.24763 0.24668 0.68239 0.222
H 3.59155 0.08356 3.07631 0.284
H 4.27983 -1.59594 3.16999 0.383
H 2.53913 -0.58816 -1.22721 0.045
H 3.04034 1.04976 -0.77958 0.138
H -2.59615 3.21642 -4.26210 0.520
```

---

Sorted by energy, starting with the most stable: version two, version three, version one.